(1)
This record from OMol25 describes 2 unconnected molecules or ions with the total composition C2H7ClNPS at a distorted geometry. The level of theory is ωB97M-V with the def2-TZVPD basis set.

Last column: natural (NBO) charge in e.
Element x y z (Å)
C -1.135 -0.239 1.236  -0.711
C -0.386 -0.480 -0.002  -0.349
N 3.185 0.708 -0.408  -1.172
P 1.853 0.767 0.621  1.037
S 1.469 2.609 1.124  -0.348
Cl 2.553 -0.291 2.373  -0.338
H -0.526 -0.598 2.108  0.225
H -1.431 0.817 1.384  0.222
H -2.069 -0.887 1.399  0.230
H -0.810 0.058 -0.949  0.186
H -0.102 -1.515 -0.090  0.175
H 3.056 -0.100 -1.053  0.416
H 3.302 1.714 -0.693  0.425

Calculated values
- Relative energy (zero: lowest compared OMol25 entry of this formula, charge and spin): 0.0000 eV
- Spin multiplicity: 3
- Highest occupied orbital energy (alpha / beta): -0.2551 / -0.3524 hartree
- E_LUMO (alpha / beta): 0.778 / -2.911 eV

=====

(2)
This record from OMol25 describes CH2O2S in the gas phase at a distorted geometry. The level of theory is ωB97M-V with the def2-TZVPD basis set.

Last column: natural (NBO) charge in e.
Element x y z (Å)
C 0.215 0.113 -0.031  -0.178
O -2.200 1.018 -0.234  -0.895
O 1.140 -0.949 -0.172  -0.694
S -1.397 -0.259 -0.124  1.076
H 0.506 1.116 -0.249  0.199
H 1.737 -1.040 0.811  0.492

Calculated values
- Relative energy (zero: lowest compared OMol25 entry of this formula, charge and spin): 3.0265 eV
- Highest occupied orbital energy (alpha / beta): -0.3454 / -0.3454 hartree
- E_LUMO (alpha / beta): -0.455 / -0.455 eV

=====

(3)
This record from OMol25 describes a molecular structure, C32H58InN6O2S2SbSi3 at a distorted geometry. The level of theory is ωB97M-V with the def2-TZVPD basis set.

Last column: Löwdin charge in e.
Element x y z (Å)
In -0.171 -1.143 0.376  0.485
C 0.864 -0.517 5.124  -0.150
C 0.862 -0.834 3.644  -0.757
S -0.733 -0.718 2.895  0.627
C 1.993 -1.152 2.999  -0.765
C 3.312 -1.184 3.740  -0.139
S 2.147 -1.551 1.295  0.587
H -0.068 -0.027 5.402  0.045
H 1.690 0.145 5.387  0.071
H 0.960 -1.428 5.724  0.071
H 3.219 -1.717 4.688  0.070
H 3.655 -0.167 3.951  0.076
H 4.067 -1.677 3.133  0.053
C 2.173 0.641 -3.857  -0.303
Sb 2.073 0.283 -1.708  1.434
C 0.167 -0.873 -1.867  -0.560
C -0.978 -0.134 -2.424  -0.450
C -1.253 -0.135 -3.807  -0.062
C -2.351 0.541 -4.297  -0.072
C -3.170 1.238 -3.418  -0.081
C -2.838 1.195 -2.076  -0.163
N -1.806 0.517 -1.589  0.066
Si 0.535 -2.569 -2.624  0.435
C -1.155 -3.422 -2.788  -0.152
C 1.741 -3.481 -1.495  -0.203
C 1.319 -2.759 -4.356  -0.196
C 2.009 2.491 -1.067  -0.522
C 1.045 2.745 0.051  -0.418
C 1.116 3.949 0.775  -0.077
C 0.140 4.277 1.689  -0.054
C -0.923 3.405 1.868  -0.062
C -0.895 2.217 1.172  -0.180
N 0.073 1.871 0.319  0.092
Si 3.802 2.684 -0.404  0.445
C 4.434 4.471 -0.249  -0.175
C 3.887 1.860 1.291  -0.165
C 5.027 1.837 -1.581  -0.203
Si 1.546 3.742 -2.438  0.491
C -0.141 3.358 -3.195  -0.158
C 2.901 3.923 -3.752  -0.168
C 1.281 5.523 -1.823  -0.174
H 1.905 -0.268 -4.389  -0.027
H 3.202 0.895 -4.113  -0.009
H 1.523 1.450 -4.180  -0.022
H -0.597 -0.674 -4.478  0.091
H -2.578 0.528 -5.356  0.108
H -4.032 1.792 -3.762  0.097
H -3.439 1.729 -1.342  0.107
H -1.442 -3.860 -1.830  0.018
H -1.133 -4.216 -3.535  0.030
H -1.926 -2.707 -3.085  0.022
H 1.260 -3.749 -0.553  0.001
H 2.610 -2.864 -1.259  -0.001
H 2.098 -4.400 -1.962  0.035
H 0.759 -2.262 -5.151  0.017
H 1.338 -3.824 -4.598  0.030
H 2.351 -2.404 -4.393  0.023
H 1.938 4.624 0.592  0.076
H 0.190 5.207 2.241  0.110
H -1.733 3.624 2.550  0.101
H -1.692 1.496 1.290  0.064
H 3.951 5.034 0.551  0.022
H 4.301 5.029 -1.178  0.012
H 5.503 4.451 -0.029  0.032
H 3.309 2.413 2.035  0.036
H 4.918 1.799 1.648  0.038
H 3.485 0.845 1.248  -0.020
H 4.709 1.920 -2.622  0.003
H 5.121 0.777 -1.344  0.016
H 6.017 2.289 -1.502  0.031
H -0.204 2.379 -3.664  0.000
H -0.397 4.106 -3.949  0.040
H -0.905 3.393 -2.417  0.033
H 3.257 2.974 -4.148  -0.004
H 3.763 4.457 -3.347  0.025
H 2.516 4.507 -4.591  0.037
H 0.403 5.594 -1.180  0.029
H 1.110 6.170 -2.686  0.036
H 2.134 5.928 -1.275  0.018
N -2.709 -1.500 0.155  0.039
C -3.030 -2.425 1.239  -0.330
C -4.492 -2.914 1.268  -0.140
C -5.371 -2.242 2.344  -0.163
C -4.949 -2.363 3.834  -0.142
N -4.589 -3.714 4.265  0.098
C -3.414 -4.207 4.660  -0.432
N -2.400 -3.448 5.041  0.230
N -3.394 -5.519 5.010  0.189
C -1.989 -3.581 1.204  -0.642
O -2.265 -4.611 1.838  -0.013
O -0.929 -3.367 0.560  -0.101
H -3.289 -0.670 0.178  0.087
H -2.821 -1.954 -0.747  0.094
H -2.810 -1.892 2.165  0.044
H -4.502 -3.996 1.401  0.100
H -4.931 -2.699 0.291  0.115
H -6.384 -2.644 2.261  0.106
H -5.419 -1.175 2.110  0.115
H -5.803 -2.066 4.445  0.121
H -4.126 -1.690 4.067  0.111
H -5.281 -4.409 4.035  0.155
H -2.167 -2.536 4.619  0.086
H -1.546 -3.942 5.258  0.132
H -4.061 -6.110 4.542  0.119
H -2.473 -5.931 5.014  0.122

Calculated values
- Relative energy (zero: lowest compared OMol25 entry of this formula, charge and spin): 0.0397 eV
- Highest occupied orbital energy: -0.2252 hartree
- E_LUMO: -0.130 eV

=====

(4)
This record from OMol25 describes C5H11NO in the gas phase at a distorted geometry. The level of theory is ωB97M-V with the def2-TZVPD basis set.

Last column: natural (NBO) charge in e.
Element x y z (Å)
C -2.075 0.677 -0.587  -0.641
C -1.355 -0.658 0.159  -0.210
N 0.052 -0.391 0.323  -0.451
C 0.401 0.434 1.456  -0.408
C 0.861 -0.655 -0.727  0.678
C 2.297 -0.244 -0.599  -0.714
O 0.461 -1.231 -1.737  -0.637
H -3.158 0.541 -0.664  0.212
H -1.687 0.752 -1.613  0.222
H -1.930 1.693 -0.143  0.203
H -1.462 -1.564 -0.475  0.243
H -1.771 -0.896 1.155  0.193
H 0.070 -0.060 2.395  0.204
H 1.499 0.562 1.520  0.218
H -0.169 1.476 1.279  0.194
H 2.785 -0.602 -1.497  0.247
H 2.776 -0.672 0.284  0.223
H 2.404 0.838 -0.529  0.224

Calculated values
- Structure (SMILES): CCN(C)C(C)=O
- Relative energy (zero: lowest compared OMol25 entry of this formula, charge and spin): 0.9795 eV
- Highest occupied orbital energy: -0.3348 hartree
- E_LUMO: 0.892 eV